Entry a
DFT (ωB97M-V with the def2-TZVPD basis set) results for C5H15N3 in the gas phase.

Each line ends with the Löwdin charge.
Element x y z (Å)
H 0.125 -0.139 -1.908  0.149
H 0.584 -2.067 -0.365  0.062
C -0.528 1.299 -0.967  -0.181
H 0.658 -2.149 1.403  0.079
C 0.299 0.381 1.922  -0.267
H -2.951 -0.254 -2.111  0.080
H -1.932 -1.579 -2.729  0.077
H 2.146 1.410 1.494  0.058
H -0.108 -0.297 2.680  0.103
H -0.348 1.262 1.907  0.095
C -1.977 -0.739 -2.033  -0.105
H 1.719 1.383 3.217  0.063
C 0.892 -1.529 0.534  -0.124
N -0.899 0.226 -2.299  -0.060
H 2.371 -0.064 2.450  0.057
N 0.541 0.572 -0.478  -0.135
H -1.413 1.435 -0.341  0.102
H -0.244 2.198 -1.515  0.089
H 1.981 -1.388 0.483  0.072
N 0.155 -0.279 0.618  -0.299
H -1.835 -1.106 -1.017  0.073
H -0.961 0.623 -3.238  0.118
C 1.724 0.801 2.294  -0.107

Summary:
- Highest occupied orbital energy: -6.64 eV
- Net charge: 0
- HOMO-LUMO gap: 7.5035 eV
- LUMO energy: 0.032 hartree

Entry b
DFT (ωB97M-V with the def2-TZVPD basis set) results for C5H15N3 in the gas phase.

Each line ends with the Löwdin charge.
Element x y z (Å)
H 0.224 0.374 -2.495  0.129
H 0.922 1.766 0.218  0.093
H 0.113 1.991 -1.635  0.105
H 0.776 -1.508 2.482  0.053
H 0.050 -3.111 1.977  0.049
C -0.692 -1.307 1.003  -0.179
C 0.350 -2.141 1.718  -0.119
H 0.721 -0.728 -0.631  0.128
N -1.104 0.327 -0.891  -0.056
C 0.701 0.869 0.807  -0.243
H -0.065 1.244 1.562  0.125
N -1.511 1.714 -2.883  0.007
H 2.757 0.638 0.974  0.038
C -0.525 1.102 -2.001  -0.357
H -1.440 -1.937 0.546  0.107
H 1.275 -2.400 1.045  0.110
N 1.950 0.491 1.515  0.004
C -0.022 -0.230 0.001  -0.321
H -1.047 -0.788 1.761  0.042
H -1.769 1.017 -0.374  0.151
H 1.959 -0.508 1.819  0.040
H -1.242 1.766 -3.858  0.071
H -2.380 1.359 -2.661  0.023

Summary:
- Highest occupied orbital energy: -8.60 eV
- Net charge: 0
- HOMO-LUMO gap: 9.7705 eV
- LUMO energy: 0.043 hartree

Relative energies, unit kcal/mol: entry a 46.5; entry b 0.0

Entry a
DFT (ωB97M-V with the def2-TZVPD basis set) results for a gas-phase ion, C3H5N2O2 (charge +1).

Each line ends with the Löwdin charge.
Element x y z (Å)
H -0.175 2.081 0.465  0.147
H -1.838 -1.434 -0.115  0.164
N 0.031 -1.460 0.704  0.054
O 1.063 -0.714 1.231  0.065
H 0.005 -2.467 0.869  0.193
C 1.073 1.433 -0.984  -0.130
C -0.926 -0.896 0.001  -0.032
O 2.161 1.494 -1.348  0.265
N -1.038 0.400 -0.311  0.069
C -0.041 1.364 -0.317  -0.112
H 1.669 -0.319 0.606  0.108
H -1.983 0.519 -0.800  0.208

Summary:
- Highest occupied orbital energy: -14.18 eV
- Net charge: +1
- HOMO-LUMO gap: 9.9551 eV
- LUMO energy: -0.155 hartree

Entry b
DFT (ωB97M-V with the def2-TZVPD basis set) results for a gas-phase ion, C3H5N2O2 (charge +1).

Each line ends with the Löwdin charge.
Element x y z (Å)
H 0.557 -1.985 0.548  0.145
C 1.435 -0.166 0.021  -0.179
N 0.483 -1.076 0.243  0.155
H -1.168 -0.516 -0.792  0.136
C 0.637 1.181 -0.044  -0.098
O -0.542 0.893 0.559  -0.033
C -0.829 -0.423 0.229  -0.135
N 2.680 -0.125 0.205  0.120
O 3.786 0.122 -0.037  0.287
H -1.589 -0.846 1.056  0.209
H 1.160 2.081 0.384  0.165
H 0.562 1.446 -1.294  0.227

Summary:
- Highest occupied orbital energy (spin up / spin down): -14.96 / -14.96 eV
- Net charge: +1
- HOMO-LUMO gap (spin up / spin down): 7.8428 / 7.8467 eV
- LUMO energy (spin up / spin down): -0.261 / -0.261 hartree

Entry c
DFT (ωB97M-V with the def2-TZVPD basis set) results for a gas-phase ion, C3H5N2O2 (charge +1).

Each line ends with the Löwdin charge.
Element x y z (Å)
O -1.785 1.418 2.427  0.301
H -2.230 0.831 -2.118  0.179
H 1.250 0.134 1.534  0.099
H 1.140 -0.624 -0.027  0.136
C -1.106 0.029 -0.753  0.045
H -0.563 -0.456 -1.457  0.113
O -2.773 1.519 -0.401  0.039
C 0.620 -0.533 0.981  0.061
N -1.329 0.886 1.462  0.128
C -0.675 0.175 0.645  -0.167
H 0.379 -1.343 1.622  0.103
N -2.150 0.707 -1.143  -0.037

Summary:
- Highest occupied orbital energy: -14.78 eV
- Net charge: +1
- HOMO-LUMO gap: 7.5007 eV
- LUMO energy: -0.267 hartree

Relative energies, unit kcal/mol: entry a 0.0; entry b 47.4; entry c 73.1

Entry a
DFT (ωB97M-V with the def2-TZVPD basis set) results for 2 unconnected molecules or ions with the total composition CH5OS.

Each line ends with the Löwdin charge.
Element x y z (Å)
C 0.592 0.539 0.814  -0.201
H 0.948 1.207 1.591  0.058
O 0.890 1.239 -0.425  -0.180
H -0.486 0.387 0.840  0.016
H 0.231 0.897 -1.045  0.039
S -1.636 -1.771 -0.659  -0.292
H 1.109 -0.410 0.849  0.055
H -1.649 -2.086 -1.965  -0.494

Summary:
- Highest occupied orbital energy: -2.69 eV
- Net charge: -1
- HOMO-LUMO gap: 6.9248 eV
- LUMO energy: 0.156 hartree

Entry b
DFT (ωB97M-V with the def2-TZVPD basis set) results for 2 unconnected molecules or ions with the total composition CH5OS.

Each line ends with the Löwdin charge.
Element x y z (Å)
H 0.571 -2.125 0.716  0.068
H -0.857 -0.624 -0.766  0.021
H 1.177 -0.792 -0.586  0.047
H -1.217 1.952 0.375  -0.502
C 0.633 -1.766 -0.330  -0.238
S 0.062 1.718 0.598  -0.265
O -0.702 -1.596 -0.786  -0.208
H 1.150 -2.537 -1.042  0.078

Summary:
- Highest occupied orbital energy: -2.74 eV
- Net charge: -1
- HOMO-LUMO gap: 6.9876 eV
- LUMO energy: 0.156 hartree

Entry c
DFT (ωB97M-V with the def2-TZVPD basis set) results for 2 unconnected molecules or ions with the total composition CH5OS.

Each line ends with the Löwdin charge.
Element x y z (Å)
H 1.298 -0.917 0.611  -0.009
S -1.144 -0.627 1.205  -0.023
O -0.401 1.959 -0.868  -0.116
C 0.326 -1.185 0.209  -0.666
H 0.076 -0.695 -0.687  -0.060
H 0.504 1.968 -0.545  0.018
H -0.871 1.693 -0.087  -0.071
H 0.211 -2.196 0.162  -0.073

Summary:
- Highest occupied orbital energy: -2.21 eV
- Net charge: -1
- HOMO-LUMO gap: 6.6397 eV
- LUMO energy: 0.163 hartree

Relative energies, unit kcal/mol: entry a 0.0; entry b 3.8; entry c 2.5

Entry a
DFT (ωB97M-V with the def2-TZVPD basis set) results for 2 unconnected molecules or ions with the total composition CH5OS.

Each line ends with the Löwdin charge.
Element x y z (Å)
C -0.870 -0.781 -0.216  -0.225
H -1.490 -0.673 0.681  0.062
H 0.081 -1.264 0.047  0.065
S 2.009 1.696 0.318  -0.176
H -1.348 -1.468 -0.919  0.052
H 0.371 0.617 -0.745  -0.102
O -0.609 0.482 -0.784  -0.230
H 1.858 1.391 1.617  -0.447

Summary:
- Highest occupied orbital energy: -2.73 eV
- Net charge: -1
- HOMO-LUMO gap: 6.9584 eV
- LUMO energy: 0.155 hartree

Entry b
DFT (ωB97M-V with the def2-TZVPD basis set) results for 2 unconnected molecules or ions with the total composition CH5OS.

Each line ends with the Löwdin charge.
Element x y z (Å)
H -0.809 -1.859 -1.774  -0.039
H -0.251 1.651 1.689  -0.010
H 0.183 -2.244 -0.373  -0.064
S -1.071 -0.056 -0.265  -0.013
H 0.858 2.783 1.284  0.059
H 0.953 -1.335 -1.586  0.020
C -0.076 -1.472 -1.035  -0.711
O 0.213 2.532 2.061  -0.241

Summary:
- Highest occupied orbital energy: -2.55 eV
- Net charge: -1
- HOMO-LUMO gap: 6.9041 eV
- LUMO energy: 0.160 hartree

Relative energies, unit kcal/mol: entry a 0.0; entry b 9.2

Entry a
DFT (ωB97M-V with the def2-TZVPD basis set) results for C5H4O3 in the gas phase.

Each line ends with the Löwdin charge.
Element x y z (Å)
O 1.971 -0.503 0.674  0.007
C 0.097 0.410 1.458  0.029
C -0.024 0.154 0.011  -0.141
O -0.996 0.619 -2.096  0.124
C 1.148 -0.361 -0.322  -0.152
H -0.045 0.825 -2.161  0.118
C -1.245 0.135 -0.865  -0.443
O -2.283 -0.294 -0.363  0.107
H -0.635 0.726 2.140  0.092
H 1.815 -0.380 2.889  0.166
H 1.555 -0.734 -1.287  0.162
C 1.321 -0.174 1.833  -0.069

Summary:
- Highest occupied orbital energy: -9.52 eV
- Net charge: 0
- HOMO-LUMO gap: 10.1090 eV
- LUMO energy: 0.022 hartree

Entry b
DFT (ωB97M-V with the def2-TZVPD basis set) results for C5H4O3 in the gas phase.

Each line ends with the Löwdin charge.
Element x y z (Å)
C 0.563 -0.741 -0.710  -0.130
C 0.511 1.389 0.453  -0.398
O 1.013 2.181 -0.463  0.026
H -1.710 -3.909 -1.180  0.152
O 0.329 0.109 0.500  -0.009
C 0.001 -2.147 -0.752  -0.116
H 1.738 -0.772 -0.624  0.155
H -1.413 1.502 1.621  0.165
C -0.805 -3.080 -0.745  0.062
O -0.235 3.334 2.162  -0.007
C -0.461 2.273 1.420  -0.051
H 0.469 -0.139 -1.684  0.152

Summary:
- Highest occupied orbital energy: -10.09 eV
- Net charge: 0
- HOMO-LUMO gap: 9.2978 eV
- LUMO energy: -0.029 hartree

Relative energies, unit kcal/mol: entry a 0.0; entry b 117.2

Entry a
DFT (ωB97M-V with the def2-TZVPD basis set) results for C6H6N2OS in the gas phase.

Each line ends with the Löwdin charge.
Element x y z (Å)
C 3.268 0.041 0.023  -0.606
S 2.445 -1.394 0.331  0.868
C -2.693 -0.862 -0.158  -0.061
N 0.749 -0.220 -0.321  -0.083
N 2.624 1.164 -0.108  -0.035
C -2.550 0.352 0.494  -0.033
H 4.344 0.051 -0.120  0.068
H -3.183 1.170 0.717  0.103
C -0.527 -0.366 0.036  -0.440
H 0.695 1.790 -0.685  0.160
H -3.658 -1.190 -0.570  0.112
C -1.388 -1.367 -0.466  0.035
O -1.151 0.625 0.658  0.020
H 0.972 1.314 1.119  0.139
H -1.196 -2.215 -0.998  0.079
C 1.249 1.106 0.049  -0.328

Summary:
- Highest occupied orbital energy (spin up / spin down): -7.82 / -7.90 eV
- Net charge: 0
- HOMO-LUMO gap (spin up / spin down): 6.5369 / 6.7422 eV
- LUMO energy (spin up / spin down): -0.047 / -0.042 hartree

Entry b
DFT (ωB97M-V with the def2-TZVPD basis set) results for C6H6N2OS in the gas phase.

Each line ends with the Löwdin charge.
Element x y z (Å)
C -1.140 0.333 1.078  -0.061
N 0.422 3.006 -0.228  0.119
H -0.088 1.596 -1.515  0.164
H -1.592 -2.031 -1.078  0.087
C 0.401 -1.242 -0.734  -0.050
C 1.105 -0.297 0.093  -0.540
H 0.970 -2.008 -1.203  0.097
H 0.741 1.415 1.407  0.124
H -2.803 -0.905 0.570  0.107
S 2.738 -0.084 0.256  0.953
C -1.785 -0.630 0.332  -0.097
C -0.994 -1.308 -0.598  -0.085
C 0.221 0.671 0.737  -0.262
H -1.842 0.700 1.829  0.111
O 3.520 -1.159 -0.410  -0.568
N 0.127 1.944 -0.536  -0.099

Summary:
- Highest occupied orbital energy (spin up / spin down): -7.71 / -7.62 eV
- Net charge: 0
- HOMO-LUMO gap (spin up / spin down): 6.5246 / 6.3699 eV
- LUMO energy (spin up / spin down): -0.044 / -0.046 hartree

Relative energies, unit kcal/mol: entry a 0.0; entry b 31.9